No. 1
ORCA calculation (ωB97M-V/def2-TZVPD) on a structure of composition C18H20ClFIrO2S8 at a distorted geometry.

Each line ends with the Mulliken spin population.
Geometry (Å):
Ir  8.610  10.687  9.749  0.5070
C  7.557  10.806  6.589  -0.0082
C  6.255  10.782  7.491  0.0179
S  6.557  11.680  9.002  0.1294
C  7.072  13.392  8.473  -0.0044
C  8.214  13.842  9.293  0.0053
S  9.501  12.686  9.265  -0.0067
C  10.403  12.603  7.707  0.0004
C  10.499  11.210  7.047  0.0119
S  9.024  10.206  7.448  0.1199
H  7.870  11.754  6.148  0.0060
H  7.330  10.146  5.742  -0.0021
H  6.081  9.716  7.761  -0.0022
H  5.404  11.344  7.070  -0.0022
H  6.146  14.061  8.505  0.0028
H  7.357  13.350  7.422  -0.0008
H  7.954  13.806  10.315  -0.0008
H  8.624  14.887  9.088  -0.0024
H  11.370  12.987  8.105  -0.0040
H  10.016  13.385  7.078  -0.0002
H  11.363  10.593  7.444  -0.0044
H  10.606  11.149  5.951  0.0017
S  12.368  7.298  14.958  1.1508
C  11.659  8.414  13.912  0.5306
S  10.489  9.625  14.311  0.1594
C  9.836  9.891  12.671  0.1652
C  10.702  9.271  11.741  0.1143
S  10.539  9.269  10.069  0.5262
S  12.137  8.490  12.272  0.1713
S  8.593  10.984  12.081  0.4074
F  5.352  3.647  6.881  0.0198
C  6.489  4.080  6.350  0.2508
C  7.526  4.438  7.209  -0.1040
C  8.784  4.713  6.680  0.2199
C  8.975  4.635  5.289  -0.1074
C  10.188  4.946  4.718  0.5991
C  8.001  4.000  4.426  0.2177
C  6.735  3.839  4.988  -0.1101
H  7.480  4.551  8.288  -0.0123
H  9.623  4.899  7.383  0.0016
H  10.457  4.725  3.717  0.0154
H  10.942  5.453  5.311  0.0117
H  8.315  3.712  3.403  0.0028
H  5.885  3.533  4.369  -0.0061
Cl  7.156  6.793  12.840  0.0000
C  6.627  6.910  11.096  0.0031
C  6.640  8.466  10.659  -0.0065
O  5.775  9.176  11.116  0.0033
O  7.584  8.804  9.816  0.0125
H  5.711  6.374  11.142  -0.0003
H  7.417  6.319  10.639  -0.0002

The calculation puts the strongest force on any atom at 0.073 Eh/bohr. Its orbital gap (alpha / beta) is 4.82 / 5.28 eV. The expectation value of S² is 8.825. Its energy relative to the best compared isomer or geometry (same formula, charge and spin) is 0.000 eV. The spin multiplicity is 6. Its LUMO energy (alpha / beta) is -0.26 / -2.55 eV.

=====

No. 2
ORCA calculation (ωB97M-V/def2-TZVPD) on the molecule C8H8F3NO3 at a distorted geometry.

Each line ends with the natural charge from an NBO analysis.
Geometry (Å):
O  2.452  -2.829  0.819  -0.2461
N  1.745  -2.020  0.374  0.3716
O  2.405  -1.169  -0.570  -0.4114
C  1.570  -0.130  -1.102  0.0212
C  0.126  -0.568  -1.018  -0.1571
C  -0.683  -0.319  0.039  -0.1041
C  -2.124  -0.762  0.031  0.6323
F  -2.436  -1.711  -0.863  -0.3184
F  -2.521  -1.343  1.254  -0.3582
C  -3.059  0.372  -0.171  -0.0045
F  -2.399  1.598  -0.126  -0.3540
C  -0.134  0.376  1.209  -0.2202
C  1.039  0.987  1.150  -0.1972
C  1.623  1.254  -0.228  0.0526
O  2.823  1.869  -0.185  -0.6883
H  1.790  0.076  -2.110  0.2128
H  0.031  -1.441  -1.756  0.2323
H  -3.487  0.221  -1.139  0.1899
H  -3.858  0.448  0.586  0.2006
H  -0.838  0.258  2.175  0.2452
H  1.584  1.564  1.996  0.2313
H  0.923  1.894  -0.748  0.1959
H  3.426  1.376  0.381  0.4738

The calculation puts the strongest force on any atom at 0.085 Eh/bohr. Its orbital gap is 9.35 eV. Its energy relative to the best compared isomer or geometry (same formula, charge and spin) is 3.675 eV. The spin multiplicity is 1. Its LUMO energy is -0.01 eV. The SMILES is O=NO[C@H]1C=C(C(F)(F)CF)C=C[C@H]1O.

=====

No. 3
ORCA calculation (ωB97M-V/def2-TZVPD) on a structure of composition C3HO3V at a distorted geometry.

Each line ends with the Mulliken spin population.
Geometry (Å):
C  -1.485  0.124  0.075  0.0071
C  -0.543  -0.620  0.169  -0.0064
O  -2.528  0.917  0.077  0.0001
H  -2.899  1.014  -0.809  0.0001
O  0.430  -1.496  0.429  0.0055
C  1.787  -1.116  0.256  -0.0018
O  1.911  0.122  0.245  -0.0263
V  3.328  1.054  -0.443  4.0217

The calculation puts the strongest force on any atom at 0.035 Eh/bohr. Its orbital gap (alpha / beta) is 7.04 / 8.30 eV. The expectation value of S² is 6.006. Its energy relative to the best compared isomer or geometry (same formula, charge and spin) is 3.308 eV. The spin multiplicity is 5. Its LUMO energy (alpha / beta) is -0.56 / -0.27 eV.

=====

No. 4
ORCA calculation (ωB97M-V/def2-TZVPD) on the molecule C6H9N3 at a distorted geometry.

Each line ends with the natural charge from an NBO analysis.
Geometry (Å):
C  0.239  -0.928  1.074  -0.2641
C  1.044  0.066  1.434  -0.0048
N  1.112  1.428  1.100  -0.6310
C  0.356  2.047  0.085  0.2291
N  0.042  1.662  -1.107  -0.3033
N  0.838  0.617  -1.532  -0.2727
C  0.288  -0.459  -1.775  0.1158
C  -1.049  -1.063  -1.231  -0.4739
C  -1.046  -0.811  0.238  -0.4469
H  0.485  -1.931  1.593  0.2202
H  1.909  -0.167  2.093  0.1981
H  1.310  1.961  1.909  0.3976
H  -0.162  2.931  0.293  0.1769
H  0.909  -1.232  -2.194  0.1707
H  -2.044  -0.658  -1.653  0.2392
H  -0.960  -2.187  -1.386  0.2105
H  -1.442  0.263  0.417  0.2187
H  -1.830  -1.541  0.642  0.2200

The calculation puts the strongest force on any atom at 0.070 Eh/bohr. Its orbital gap is 9.23 eV. Its energy relative to the best compared isomer or geometry (same formula, charge and spin) is 2.432 eV. The spin multiplicity is 1. Its LUMO energy is 0.85 eV. The SMILES is C1=C\N/C=N\N=C/CC/1.